Entry from the Open Molecules 2025 dataset: a structure of composition C7H13O2P in a non-equilibrium geometry (ωB97M-V/def2-TZVPD).

* LUMO energy: 0.67 eV
* HOMO-LUMO gap: 10.5825 eV
* HOMO energy: -9.910 eV
* ΔE to the lowest compared entry with this formula, charge and spin: 4.437 eV

Cartesian coordinates (Å):
1 C -3.839 -1.392 1.139
2 C -3.160 -1.072 0.037
3 C -0.642 -1.050 -1.025
4 C -1.915 -0.221 0.193
5 C 0.651 -1.516 -0.975
6 C 2.773 2.468 0.053
7 C 2.912 1.153 0.813
8 O 3.270 -1.924 -0.052
9 O 1.944 0.330 0.214
10 P 1.939 -1.337 0.269
11 H -4.745 -2.000 1.112
12 H -3.430 -1.118 2.068
13 H -3.508 -1.365 -0.929
14 H -1.162 -1.205 -1.981
15 H -1.546 -0.090 1.137
16 H -2.158 0.729 -0.273
17 H 1.174 -1.879 -1.827
18 H 1.992 2.987 0.571
19 H 3.682 2.918 0.196
20 H 2.354 2.145 -0.852
21 H 2.890 1.296 1.854
22 H 3.907 0.773 0.661
23 H 1.573 -1.535 1.582